Record 1
{"formula": "C36H51BF2N4OsP2", "method": "ωB97M-V/def2-TZVPD", "symbols": ["Os", "C", "C", "C", "C", "P", "C", "N", "B", "N", "C", "P", "C", "C", "C", "C", "C", "C", "C", "C", "C", "C", "C", "C", "C", "C", "C", "C", "C", "C", "H", "H", "H", "H", "H", "H", "H", "H", "H", "H", "H", "H", "H", "H", "H", "H", "H", "H", "H", "H", "H", "H", "H", "H", "H", "H", "H", "H", "H", "H", "H", "H", "H", "H", "H", "H", "H", "H", "H", "H", "H", "H", "H", "H", "F", "C", "C", "C", "C", "C", "F", "C", "C", "C", "C", "C", "C", "N", "H", "H", "H", "H", "H", "H", "N", "C", "H"], "coordinates": [[-0.238, 0.787, 0.015], [-2.534, 1.639, 3.641], [-1.730, 0.340, 3.510], [-0.267, 0.573, 3.911], [-2.299, -0.664, 4.523], [-1.713, -0.263, 1.717], [-1.117, -2.035, 1.932], [0.316, -2.004, 1.756], [0.865, -1.292, 0.634], [2.281, -1.180, 0.907], [3.167, -0.359, 0.119], [2.249, 1.184, -0.432], [3.091, 2.515, 0.590], [2.498, 3.887, 0.245], [2.759, 2.152, 2.041], [4.619, 2.604, 0.478], [2.675, 1.271, -2.260], [2.098, 0.016, -2.927], [4.184, 1.310, -2.527], [2.011, 2.498, -2.895], [2.546, -1.795, 2.104], [3.743, -1.981, 2.778], [3.738, -2.698, 4.010], [2.578, -3.198, 4.508], [1.339, -3.016, 3.810], [1.335, -2.312, 2.628], [-3.445, -0.428, 1.014], [-4.414, -1.109, 1.984], [-3.371, -1.262, -0.273], [-3.971, 0.959, 0.619], [-2.301, 2.097, 4.605], [-2.313, 2.368, 2.864], [-3.604, 1.443, 3.628], [-0.235, 1.055, 4.890], [0.277, -0.369, 3.995], [0.272, 1.194, 3.205], [-2.305, -0.171, 5.498], [-3.318, -0.974, 4.312], [-1.678, -1.552, 4.636], [-1.409, -2.457, 2.887], [-1.550, -2.641, 1.137], [4.055, -0.091, 0.688], [3.488, -0.912, -0.764], [1.412, 3.872, 0.147], [2.756, 4.593, 1.037], [2.916, 4.275, -0.680], [1.690, 2.041, 2.191], [3.241, 1.221, 2.353], [3.119, 2.942, 2.703], [4.945, 3.059, -0.450], [4.970, 3.248, 1.288], [5.130, 1.648, 0.591], [2.522, -0.916, -2.553], [1.018, -0.031, -2.823], [2.329, 0.065, -3.992], [4.743, 0.542, -1.989], [4.338, 1.127, -3.592], [4.620, 2.278, -2.305], [0.945, 2.547, -2.677], [2.479, 3.428, -2.584], [2.123, 2.426, -3.979], [4.678, -1.599, 2.387], [4.673, -2.839, 4.532], [2.567, -3.748, 5.438], [0.429, -3.439, 4.216], [-4.043, -2.070, 2.345], [-4.658, -0.480, 2.837], [-5.347, -1.303, 1.451], [-3.068, -2.295, -0.103], [-4.373, -1.291, -0.704], [-2.711, -0.806, -1.010], [-4.076, 1.638, 1.460], [-3.334, 1.422, -0.136], [-4.962, 0.830, 0.178], [-2.118, 0.274, -5.111], [-1.968, 1.070, -4.053], [-1.350, 0.564, -2.925], [-1.159, 1.353, -1.795], [-1.621, 2.695, -1.839], [-2.242, 3.151, -3.002], [-2.696, 4.408, -3.083], [-2.429, 2.367, -4.122], [-1.401, 3.524, -0.647], [-1.722, 4.877, -0.520], [-1.456, 5.545, 0.659], [-0.870, 4.857, 1.710], [-0.570, 3.527, 1.522], [-0.819, 2.866, 0.382], [-1.008, -0.457, -2.988], [-2.914, 2.759, -5.004], [-2.173, 5.402, -1.342], [-1.702, 6.594, 0.753], [-0.646, 5.333, 2.653], [-0.113, 2.962, 2.315], [-0.274, -2.082, -1.364], [-0.033, -1.070, -0.681], [-0.982, -2.020, -2.099]], "forces_ev_per_a": [[0.08, 0.00, -0.02], [0.00, -0.01, -0.05], [0.03, -0.06, -0.01], [-0.02, -0.02, 0.02], [-0.05, 0.01, 0.00], [-0.07, 0.11, 0.04], [0.03, -0.04, -0.04], [0.09, -0.18, 0.38], [0.07, 0.74, -0.10], [-0.17, 0.10, -0.17], [0.04, 0.00, -0.09], [0.02, 0.00, -0.01], [0.01, 0.00, -0.02], [-0.03, -0.01, -0.02], [0.05, -0.04, 0.04], [-0.05, -0.03, 0.00], [-0.04, -0.02, 0.02], [-0.03, -0.01, 0.02], [0.00, -0.03, 0.03], [0.01, 0.01, -0.01], [0.34, -0.18, 0.16], [-0.29, 0.26, -0.49], [-0.12, -0.21, 0.32], [0.14, -0.06, 0.14], [-0.11, -0.10, 0.16], [-0.07, 0.08, -0.27], [-0.01, -0.05, 0.02], [-0.01, 0.03, -0.01], [-0.01, 0.01, -0.02], [0.03, -0.02, -0.03], [0.00, 0.00, 0.00], [0.00, 0.02, -0.04], [-0.02, 0.00, -0.03], [-0.01, -0.01, 0.00], [0.01, 0.00, 0.01], [0.03, 0.09, -0.07], [-0.01, -0.01, 0.00], [0.01, 0.00, 0.01], [0.02, -0.02, 0.00], [0.01, 0.00, 0.04], [0.00, 0.00, 0.02], [0.00, 0.01, 0.01], [0.04, 0.02, -0.01], [0.12, 0.00, -0.03], [0.00, 0.01, 0.00], [0.02, 0.01, -0.05], [-0.07, -0.01, 0.02], [-0.01, 0.02, 0.02], [0.00, 0.00, -0.01], [0.01, 0.01, -0.10], [0.01, 0.00, -0.01], [-0.01, -0.03, 0.00], [0.02, -0.02, 0.01], [0.07, 0.01, -0.02], [0.00, 0.01, 0.00], [-0.01, 0.00, 0.01], [0.01, 0.00, 0.00], [0.02, 0.05, 0.05], [-0.01, 0.00, 0.00], [0.02, 0.06, 0.04], [0.01, 0.01, 0.00], [-0.03, 0.01, -0.03], [-0.01, -0.02, 0.04], [0.02, 0.01, -0.01], [-0.02, -0.01, 0.00], [0.00, -0.01, 0.00], [0.00, 0.01, 0.01], [-0.01, 0.00, 0.00], [-0.01, 0.00, -0.02], [0.00, 0.00, 0.01], [-0.02, -0.02, 0.02], [0.01, 0.04, 0.09], [-0.02, 0.00, 0.03], [0.00, 0.00, 0.00], [-0.01, 0.00, 0.00], [0.00, 0.04, 0.02], [0.00, -0.04, 0.01], [-0.08, -0.01, 0.00], [0.01, 0.01, 0.03], [0.02, -0.02, 0.02], [0.00, 0.01, 0.01], [0.00, -0.03, -0.01], [0.01, 0.03, 0.01], [0.01, -0.03, -0.01], [0.02, -0.01, 0.00], [-0.01, -0.01, 0.01], [-0.12, 0.03, 0.02], [0.02, -0.06, 0.01], [-0.02, 0.06, -0.01], [0.00, 0.01, 0.00], [-0.02, 0.01, -0.02], [-0.01, 0.00, 0.00], [0.00, 0.00, 0.01], [0.04, -0.06, 0.05], [-0.18, 0.09, -0.05], [0.21, -0.48, -0.07], [0.04, -0.08, -0.02]], "homo_lumo_gap_ev": [7.4, 4.3], "charge": 2, "e_above_lowest_ev": 0.000, "multiplicity": 5, "lumo_energy_ev": [-5.05, -9.31]}


Record 2
{"formula": "C4H10N2O", "method": "ωB97M-V/def2-TZVPD", "symbols": ["C", "N", "C", "C", "C", "N", "O", "H", "H", "H", "H", "H", "H", "H", "H", "H", "H"], "coordinates": [[1.683, 1.692, 0.425], [0.857, 0.538, 0.548], [1.698, -0.647, 0.702], [-0.081, 0.425, -0.582], [-1.242, -0.557, -0.322], [-1.979, -0.803, -1.407], [-1.421, -0.828, 0.875], [1.140, 2.558, 0.769], [2.033, 2.002, -0.574], [2.626, 1.584, 1.122], [2.134, -0.767, 1.714], [1.186, -1.523, 0.332], [2.579, -0.520, 0.036], [-0.573, 1.324, -0.835], [0.434, 0.007, -1.481], [-2.591, -1.607, -1.269], [-2.100, -0.065, -2.145]], "forces_ev_per_a": [[1.93, 1.13, 1.51], [-0.75, -0.53, -0.59], [0.83, 0.40, -0.85], [1.22, -2.46, 0.08], [1.82, 2.69, 3.81], [-1.08, -0.67, -0.93], [-0.68, -1.29, -2.51], [-0.20, 0.46, 0.35], [0.15, -0.71, -0.15], [-1.84, 0.25, -1.37], [-0.75, 0.03, -0.37], [-0.21, -0.37, 0.48], [-0.13, -0.25, 0.08], [-0.11, 1.52, -0.17], [-0.03, 0.60, 0.14], [-0.40, 0.84, -0.63], [0.23, -1.66, 1.14]], "smiles": "CN(C)CC(N)=O", "homo_lumo_gap_ev": 9.2, "e_above_lowest_ev": 2.109, "lumo_energy_ev": 0.73}


no.,total energy (hartree)
1,-2618.87777
2,-343.12394